Molecular formula: C3H4Cl2N3O
Method: DFT, ωB97M-V/def2-TZVPD

Last column: Löwdin charge in e.
CARTESIAN COORDINATES (ANGSTROEM)
1 C -0.3529 -0.1966 1.4644  -0.4838
2 C 0.6211 0.0236 -1.2126  -0.7405
3 C -1.1263 -0.7006 0.1485  -0.0290
4 N 0.7470 1.1606 -0.5866  0.1556
5 N 0.7236 0.6663 1.2701  -0.3512
6 N -0.2345 -0.9185 -0.9115  0.0489
7 O -0.6647 -0.6131 2.5324  0.1692
8 Cl 1.5580 -0.2081 -2.6838  0.7960
9 Cl 0.9641 2.0082 2.1733  0.8456
10 H -1.6649 -1.5905 0.2511  0.1227
11 H -1.8756 0.1830 -0.1932  0.2027
12 H 1.3746 1.9231 -0.8782  0.1410
13 H -0.0695 -1.7374 -1.3739  0.1228

Net charge   +1
Energy above the lowest of the compared OMol25 structures with the same formula, charge and spin   173.5 kJ/mol
Gap between HOMO and LUMO   8.226 eV
HOMO energy   -0.5469 Ha
LUMO energy   -6.66 eV
2S+1   1

Molecular formula: C14H17B3Cl36FNO5S
Method: DFT, ωB97M-V/def2-TZVPD

Last column: Löwdin charge in e.
CARTESIAN COORDINATES (ANGSTROEM)
1 N 0.6210 4.4376 -3.1269  0.0988
2 C -0.4355 4.4832 -3.8172  -0.2745
3 C -0.4713 4.0513 -5.2652  -0.0231
4 B -1.1097 2.6314 -5.3484  -0.5190
5 O -2.4860 2.4870 -5.1424  0.2637
6 B -2.7174 1.5524 -4.1474  -0.2779
7 O -2.1734 0.2880 -4.3774  0.2652
8 B -0.9715 0.3129 -5.0130  -0.5933
9 S -0.1515 -1.4032 -5.2585  0.7007
10 O -1.0325 -2.4130 -4.7723  -0.2500
11 O 0.3659 -1.4775 -6.5856  -0.2473
12 F 1.0791 -1.3944 -4.2732  -0.1814
13 O -0.4151 1.4302 -5.5568  0.2729
14 H 0.4186 4.7656 -2.1816  0.0088
15 H -1.3738 4.8285 -3.3707  0.0218
16 H 0.5196 4.1351 -5.7120  0.1228
17 H -1.1693 4.7339 -5.7673  0.1250
18 H -3.2439 1.8389 -3.1257  0.1308
19 C 2.0535 0.7108 -1.4373  -1.5388
20 Cl 1.5669 1.5764 0.0214  0.5295
21 Cl 1.2691 1.3977 -2.8599  0.6529
22 Cl 3.8018 0.7151 -1.6243  0.5316
23 H 1.7209 -0.3166 -1.3438  -0.0742
24 C -0.2336 -1.9959 1.4860  -1.5115
25 Cl -1.1252 -0.6050 2.1155  0.5078
26 Cl -1.1232 -3.4964 1.7143  0.5159
27 Cl 0.1393 -1.7672 -0.2268  0.5864
28 H 0.7014 -2.0640 2.0260  0.0207
29 C -2.5585 6.1814 -0.2224  -1.5081
30 Cl -0.8920 5.7532 0.1540  0.5307
31 Cl -2.9168 5.8665 -1.9271  0.5822
32 Cl -3.6841 5.3065 0.8152  0.5197
33 H -2.6843 7.2409 -0.0439  0.0185
34 C -3.0540 -6.8425 3.0539  -1.5736
35 Cl -4.2731 -8.1202 3.1186  0.5506
36 Cl -1.5674 -7.3531 3.8448  0.5374
37 Cl -2.7463 -6.3594 1.3862  0.5225
38 H -3.4382 -5.9806 3.5888  -0.1123
39 C 7.1508 -1.7535 -1.5884  -1.5735
40 Cl 7.8356 -0.2397 -2.1779  0.5104
41 Cl 6.5701 -1.5823 0.0694  0.5174
42 Cl 5.8679 -2.3243 -2.6546  0.5163
43 H 7.9345 -2.4957 -1.5875  -0.1043
44 C 9.9893 -4.9938 -1.6714  -1.5281
45 Cl 9.5113 -4.1434 -0.1973  0.5530
46 Cl 9.2087 -4.2825 -3.0865  0.5582
47 Cl 11.7402 -4.9967 -1.8543  0.5376
48 H 9.6566 -6.0195 -1.5865  0.0134
49 C 0.0217 6.0702 4.4590  -1.5311
50 Cl 0.6495 7.5934 3.8277  0.5326
51 Cl -0.6001 6.2678 6.0914  0.5159
52 Cl -1.2359 5.4319 3.3923  0.4764
53 H 0.8343 5.3566 4.4831  0.0149
54 C -3.4817 -10.8493 0.5632  -1.5718
55 Cl -4.6913 -12.1340 0.5991  0.5213
56 Cl -1.9954 -11.3626 1.3603  0.5192
57 Cl -3.1625 -10.3307 -1.0913  0.5238
58 H -3.8788 -10.0032 1.1069  -0.0518
59 C 6.6194 1.1417 -5.9243  -1.5479
60 Cl 5.6758 1.0664 -4.4401  0.4863
61 Cl 7.8215 -0.1504 -5.9796  0.5149
62 Cl 5.5707 1.0789 -7.3419  0.5280
63 H 7.1462 2.0862 -5.9411  0.0108
64 C -3.3115 -2.9445 5.9485  -1.5185
65 Cl -3.7028 -4.5466 5.2966  0.5861
66 Cl -2.3078 -3.0933 7.3866  0.5468
67 Cl -2.5273 -1.9625 4.7187  0.4991
68 H -4.2400 -2.4663 6.2318  0.0107
69 C -4.6993 5.9480 7.4898  -1.5603
70 Cl -3.7055 6.5758 8.8092  0.5268
71 Cl -6.2540 6.7803 7.4256  0.5280
72 Cl -3.8461 6.0687 5.9576  0.4842
73 H -4.8899 4.9015 7.6841  -0.0372
74 C -5.5887 2.2624 4.6287  -1.5344
75 Cl -5.7886 2.5717 6.3586  0.5471
76 Cl -4.3231 3.2764 3.9471  0.5076
77 Cl -5.2623 0.5521 4.3506  0.5247
78 H -6.5212 2.5093 4.1393  0.0150

Gap between HOMO and LUMO   10.067 eV
HOMO energy   -0.3749 Ha
LUMO energy   -0.13 eV
2S+1   1

Molecular formula: C5H12IN2
Method: DFT, ωB97M-V/def2-TZVPD

Last column: Löwdin charge in e.
CARTESIAN COORDINATES (ANGSTROEM)
1 C -2.7805 1.6059 -0.4264  0.0217
2 N -1.7619 0.5715 -0.0619  0.0509
3 C -0.6223 0.3727 -0.6583  -0.0616
4 C 0.3973 -0.6351 -0.1704  -0.4704
5 N -0.2402 -1.2876 0.9186  0.0606
6 C 1.6271 0.1112 0.0850  -0.6916
7 C 2.8219 -0.6225 0.7346  -0.1347
8 I 1.1229 1.9342 1.2411  0.8924
9 H -3.6756 1.1041 -0.7867  0.1062
10 H -3.1488 2.1202 0.4379  0.0957
11 H -2.5062 2.3025 -1.1620  0.0844
12 H -2.0051 -0.0616 0.6898  0.1501
13 H -0.3008 1.1024 -1.3745  0.1316
14 H 0.7526 -1.4214 -0.8903  0.1900
15 H -0.2123 -2.2516 0.9813  0.0757
16 H -0.1440 -0.9038 1.8675  0.1047
17 H 1.9888 0.6558 -0.9120  0.1313
18 H 3.0082 -1.5120 0.1829  0.0651
19 H 3.7903 -0.0290 0.6143  0.1086
20 H 2.6331 -0.7626 1.8360  0.0891

Net charge   +1
Energy above the lowest of the compared OMol25 structures with the same formula, charge and spin   100.4 kJ/mol
Gap between HOMO and LUMO   8.831 eV
HOMO energy   -0.4858 Ha
SMILES   C/[NH+]=C/[C@H](N)[C@H](C)I
LUMO energy   -4.39 eV
2S+1   1

Molecular formula: C24H62AsF6N2O14
Method: DFT, ωB97M-V/def2-TZVPD

Last column: Löwdin charge in e.
CARTESIAN COORDINATES (ANGSTROEM)
1 As -0.7108 0.3574 0.5118  0.6875
2 F -1.3252 1.9698 0.5474  -0.2447
3 F 0.1704 0.7296 -0.9422  -0.2604
4 F -0.1063 -1.2559 0.4450  -0.2427
5 F -1.6011 -0.0941 1.9211  -0.2364
6 F -2.0561 -0.0881 -0.4872  -0.2519
7 F 0.6399 0.8570 1.4513  -0.2345
8 C -1.7854 2.2844 -3.5117  -0.0494
9 C -2.2289 3.7049 -3.2568  -0.1962
10 O -1.7988 4.5971 -4.2955  0.0250
11 C -2.5762 4.8446 -5.3414  -0.5994
12 O -2.4809 5.8461 -5.9896  0.1304
13 O -3.4445 3.8464 -5.5757  -0.0232
14 C -4.2842 3.9636 -6.7114  -0.0379
15 H -1.8216 1.6136 -2.6580  0.0639
16 H -0.7012 2.3516 -3.7026  0.0781
17 H -2.1754 1.8559 -4.4300  0.0721
18 H -1.7826 4.0788 -2.3407  0.1108
19 H -3.3158 3.7426 -3.1593  0.1267
20 H -4.1948 4.9429 -7.1765  0.0889
21 H -5.3028 3.7662 -6.3878  0.0932
22 H -3.9922 3.2248 -7.4599  0.0948
23 C -9.4598 -4.5642 -0.3656  -0.0707
24 C -8.6646 -3.3098 -0.1015  -0.2468
25 O -7.3046 -3.5741 -0.3578  0.0491
26 C -6.4685 -2.5378 -0.3591  -0.5933
27 O -6.7638 -1.4073 -0.0659  0.1220
28 O -5.2728 -2.9660 -0.7241  0.0258
29 C -4.3149 -1.9482 -1.0135  -0.0328
30 H -9.5767 -4.7338 -1.4362  0.0765
31 H -10.4702 -4.4768 0.0422  0.0768
32 H -9.0225 -5.4346 0.1208  0.0790
33 H -8.8496 -2.9446 0.9178  0.1291
34 H -9.0546 -2.4691 -0.6872  0.1277
35 H -4.4571 -1.4941 -1.9971  0.1047
36 H -3.3335 -2.4133 -1.0326  0.0934
37 H -4.3121 -1.1595 -0.2704  0.0628
38 C -0.3350 -4.4813 1.6184  -0.1049
39 O 0.9925 -4.9724 1.6314  -0.1842
40 C 1.8850 -4.0399 1.0777  -0.2516
41 C 3.2875 -4.6068 1.0234  -0.1989
42 N 4.0038 -4.3652 2.2780  -0.0699
43 C 5.4159 -4.7207 2.1940  -0.2158
44 C 6.0697 -4.5229 3.5290  -0.2240
45 O 5.5887 -5.5272 4.4133  -0.1868
46 C 6.3665 -5.7262 5.5476  -0.1373
47 H -0.4111 -3.5214 2.1363  0.0840
48 H -0.9411 -5.2214 2.1401  0.0833
49 H -0.6957 -4.3919 0.5887  0.0885
50 H 1.9092 -3.1279 1.7022  0.1178
51 H 1.5408 -3.6614 0.1041  0.1226
52 H 3.7819 -4.1917 0.1446  0.1233
53 H 3.2246 -5.6966 0.8654  0.1244
54 H 3.5859 -4.9705 2.9781  0.1228
55 H 5.9061 -4.0618 1.4727  0.1240
56 H 5.5640 -5.7656 1.8797  0.1245
57 H 5.8808 -3.5129 3.9147  0.1332
58 H 7.1656 -4.6032 3.4521  0.1183
59 H 7.4420 -5.6373 5.3602  0.0826
60 H 6.1784 -6.7339 5.9330  0.0846
61 H 6.0822 -5.0574 6.3741  0.0881
62 C 4.3828 4.6915 2.1935  -0.1249
63 O 4.6724 4.0195 0.9975  -0.1927
64 C 3.8476 2.8927 0.7968  -0.2290
65 C 2.3724 3.2175 0.6329  -0.2015
66 N 2.1893 4.5015 -0.1014  -0.0430
67 C 1.1069 4.4074 -1.0807  -0.2160
68 C 0.8583 5.7374 -1.7524  -0.2054
69 O 1.8392 6.0309 -2.7502  -0.1849
70 C 1.5759 5.4071 -3.9763  -0.1235
71 H 4.5293 4.0424 3.0723  0.0909
72 H 3.3764 5.1137 2.1852  0.0811
73 H 5.1234 5.4827 2.3353  0.0836
74 H 4.0180 2.1058 1.5411  0.1173
75 H 4.2232 2.4542 -0.1378  0.1203
76 H 1.8518 3.2913 1.5891  0.1144
77 H 1.8919 2.4366 0.0375  0.0862
78 H 3.0696 4.6662 -0.5807  0.1052
79 H 0.2131 3.9950 -0.6069  0.1137
80 H 1.3748 3.6776 -1.8693  0.1098
81 H 0.9861 6.5422 -1.0239  0.1223
82 H -0.1549 5.8221 -2.1646  0.1079
83 H 1.5056 4.3136 -3.8961  0.0735
84 H 2.3800 5.6491 -4.6684  0.0848
85 H 0.6201 5.7421 -4.4030  0.0806
86 C 2.9574 0.1474 -3.0842  -0.1489
87 O 2.1649 -0.6700 -3.9494  -0.1327
88 H 4.0045 -0.0683 -3.2600  0.0769
89 H 2.7138 1.2063 -3.2078  0.0696
90 H 2.6759 -0.1281 -2.0624  0.0573
91 H 1.2419 -0.4506 -3.7960  0.0640
92 C 0.0125 -0.4685 5.0597  -0.1743
93 O 0.9736 0.0237 4.1428  -0.1281
94 H -0.7605 -1.0777 4.5840  0.0704
95 H 0.5371 -1.0850 5.7929  0.0696
96 H -0.4957 0.3452 5.5918  0.0708
97 H 0.5447 0.1166 3.2842  0.0195
98 C -4.7966 0.8018 2.0375  -0.1527
99 O -6.2243 0.7522 2.0293  -0.1345
100 H -4.4589 0.9599 3.0617  0.0748
101 H -4.3260 -0.0842 1.6168  0.0515
102 H -4.4550 1.6535 1.4405  0.0782
103 H -6.5139 -0.0398 1.5655  0.0277
104 C 3.3890 -0.8273 0.8760  -0.1519
105 O 4.4374 -1.5733 1.4921  -0.1281
106 H 3.8214 0.0758 0.4663  0.0596
107 H 2.8351 -1.3975 0.1109  0.0671
108 H 2.5590 -0.6506 1.5698  0.0656
109 H 4.0214 -2.3903 1.7897  0.0111

Net charge   -1
Gap between HOMO and LUMO   8.642 eV
HOMO energy   -0.2354 Ha
LUMO energy   2.24 eV
2S+1   1